Entry 1:
# C16H28Br8O4

A cluster of 6 separate species, C16H28Br8O4 in total in a non-equilibrium geometry (wB97M-V/def2-TZVPD, OMol25).

Output
orbital gap: 9.984 eV
structure (SMILES): O=C1CCCO1.O=C1CCCO1.BrCCBr.BrCCBr.BrCCBr.BrCCBr
E_tot: -585576.51296 eV

Geometry as ORCA input:
```
! wB97M-V def2-TZVPD RIJCOSX def2/J DEFGRID3
* xyz 0 1
Br -2.543 0.046 -0.436
C -3.370 1.550 -1.400
C -4.505 1.100 -2.205
Br -5.578 2.604 -2.921
H -2.595 2.011 -2.006
H -3.650 2.189 -0.589
H -5.225 0.542 -1.625
H -4.214 0.605 -3.121
Br -0.639 -8.126 0.544
C -0.191 -6.744 -0.811
C -0.401 -5.362 -0.168
Br 0.409 -4.023 -1.423
H -0.881 -6.936 -1.634
H 0.828 -6.893 -1.164
H 0.114 -5.216 0.778
H -1.456 -5.130 -0.018
Br 5.868 -5.056 -0.400
C 4.822 -3.924 0.788
C 3.372 -4.385 0.898
Br 2.633 -3.534 2.513
H 4.789 -2.899 0.448
H 5.308 -3.984 1.737
H 3.390 -5.455 1.011
H 2.711 -4.037 0.124
Br -1.376 1.058 4.853
C -1.375 0.007 3.177
C -1.782 -1.420 3.433
Br -1.191 -2.501 1.901
H -0.386 -0.021 2.751
H -2.101 0.599 2.638
H -2.855 -1.431 3.603
H -1.260 -1.870 4.280
O 3.295 -1.689 -0.994
C 2.498 -0.762 -1.004
O 2.384 0.055 -2.070
C 1.459 1.158 -1.752
C 1.260 1.121 -0.266
C 1.538 -0.356 0.153
H 0.497 0.856 -2.123
H 1.854 2.102 -2.083
H 0.227 1.373 -0.089
H 1.913 1.810 0.248
H 0.679 -1.040 0.112
H 2.002 -0.487 1.147
O -2.286 7.468 -1.846
C -1.421 6.881 -1.233
O -0.133 7.255 -1.334
C 0.696 6.417 -0.597
C -0.160 5.164 -0.350
C -1.534 5.740 -0.290
H 0.952 6.910 0.348
H 1.607 6.205 -1.154
H 0.127 4.722 0.606
H -0.032 4.425 -1.160
H -1.743 6.270 0.665
H -2.348 5.038 -0.487
*
```

Atomic partial charges in e from the natural (NBO) method, atoms 1 to 5:
1 Br -0.027
2 C -0.436
3 C -0.430
4 Br -0.021
5 H 0.224



Entry 2:
# C40H47CdN5OSSi

A structure of composition C40H47CdN5OSSi (wB97M-V/def2-TZVPD, OMol25).

Output
orbital gap: 6.344 eV
ΔE to the lowest compared entry with this formula, charge and spin: 190.6 kJ/mol
E_tot: -75016.14108 eV

Geometry as ORCA input:
```
! wB97M-V def2-TZVPD RIJCOSX def2/J DEFGRID3
* xyz 0 1
Cd 0.973 0.347 0.076
C 4.417 -3.765 1.267
C 3.456 -3.622 0.275
C 3.093 -2.362 -0.174
C 3.679 -1.205 0.353
C 4.624 -1.362 1.374
C 4.989 -2.625 1.814
N 3.197 0.036 -0.081
C 3.990 1.106 -0.253
C 5.416 1.067 -0.309
C 6.157 2.198 -0.524
C 5.561 3.461 -0.705
C 4.195 3.541 -0.700
C 3.409 2.397 -0.493
N 2.024 2.421 -0.558
N 1.418 3.488 -0.790
C 0.012 3.295 -0.848
C -0.823 4.286 -0.555
C -2.305 4.081 -0.460
C -2.771 2.697 -0.958
C -1.658 1.763 -1.311
N -0.415 2.000 -1.224
H 4.702 -4.747 1.621
H 2.980 -4.498 -0.150
H 2.326 -2.246 -0.931
H 5.051 -0.484 1.841
H 5.719 -2.717 2.609
H 5.918 0.116 -0.203
H 7.237 2.111 -0.564
H 6.170 4.341 -0.861
H 3.686 4.482 -0.862
H -0.411 5.253 -0.289
H -2.816 4.865 -1.021
H -3.432 2.790 -1.824
H -1.935 0.746 -1.595
C -0.065 0.142 1.985
Si -1.902 0.203 2.022
C -2.683 -1.254 1.089
N -1.918 -1.640 -0.104
C -0.917 -2.661 0.186
C -1.525 -4.052 0.409
C -2.649 -4.321 -0.611
C -2.530 -3.372 -1.799
C -2.675 -1.925 -1.322
C -2.613 0.092 3.768
C -3.727 0.831 4.173
C -4.274 0.675 5.441
C -3.712 -0.226 6.334
C -2.602 -0.968 5.954
C -2.064 -0.808 4.685
C -2.552 1.830 1.324
C -2.140 3.024 1.753
C -2.750 4.220 1.051
C -4.251 4.081 1.054
C -4.679 2.910 0.600
C -3.572 1.972 0.196
H 0.301 -0.780 2.448
H 0.323 0.958 2.607
H -3.710 -1.005 0.805
H -2.789 -2.092 1.796
H -0.342 -2.354 1.059
H -0.212 -2.687 -0.646
H -1.916 -4.142 1.424
H -0.731 -4.799 0.322
H -3.624 -4.161 -0.140
H -2.634 -5.360 -0.943
H -3.296 -3.580 -2.549
H -1.563 -3.508 -2.292
H -3.736 -1.725 -1.135
H -2.368 -1.254 -2.137
H -4.169 1.552 3.493
H -5.137 1.261 5.733
H -4.135 -0.346 7.324
H -2.155 -1.669 6.648
H -1.190 -1.390 4.407
H -1.390 3.163 2.524
H -2.407 5.171 1.453
H -4.895 4.892 1.365
H -5.721 2.635 0.494
H -3.940 1.013 -0.166
C 1.933 -2.181 -5.386
C 1.695 -2.110 -3.885
S 0.441 -0.893 -3.453
O 0.388 -0.889 -1.949
C 1.278 0.619 -3.978
C 2.718 0.752 -3.515
H 2.564 -3.037 -5.623
H 2.435 -1.287 -5.756
H 0.994 -2.298 -5.930
H 2.596 -1.874 -3.317
H 1.290 -3.046 -3.496
H 0.647 1.394 -3.542
H 1.164 0.662 -5.064
H 2.831 0.412 -2.484
H 3.027 1.796 -3.552
H 3.403 0.178 -4.142
*
```

Atomic partial charges in e from the Mulliken method, atoms 1 to 5:
1 Cd 3.337
2 C -0.512
3 C -1.008
4 C 0.099
5 C -0.306



Entry 3:
# C36H46BN10V

A structure of composition C36H46BN10V in a non-equilibrium geometry (wB97M-V/def2-TZVPD, OMol25).

Output
orbital gap (alpha / beta): 7.245 / 6.463 eV
E_tot: -79343.62642 eV

Geometry as ORCA input:
```
! wB97M-V def2-TZVPD RIJCOSX def2/J DEFGRID3
* xyz 1 2
V -0.115 -0.164 -0.070
C -3.070 -0.215 -1.798
N -2.379 -1.210 -0.991
C -1.943 -2.366 -1.761
C -0.659 -2.111 -2.499
C -0.396 -2.778 -3.684
C 0.822 -2.604 -4.312
C 1.744 -1.769 -3.706
C 1.407 -1.142 -2.524
N 0.207 -1.275 -1.915
C -3.172 -1.602 0.166
C -2.329 -2.034 1.332
C -2.892 -2.816 2.330
C -2.153 -3.110 3.460
C -0.871 -2.594 3.554
C -0.382 -1.835 2.511
N -1.079 -1.568 1.387
C -2.772 1.197 -1.364
C -3.559 2.234 -1.840
C -3.225 3.536 -1.523
C -2.114 3.754 -0.721
C -1.400 2.663 -0.270
N -1.708 1.388 -0.584
H -4.154 -0.371 -1.775
H -2.766 -0.323 -2.842
H -2.711 -2.693 -2.471
H -1.782 -3.199 -1.069
H -1.156 -3.425 -4.106
H 1.048 -3.112 -5.241
H 2.721 -1.596 -4.135
H 2.119 -0.486 -2.048
H -3.884 -2.398 -0.081
H -3.765 -0.743 0.486
H -3.906 -3.176 2.213
H -2.573 -3.712 4.256
H -0.247 -2.771 4.420
H 0.611 -1.418 2.570
H -4.416 2.010 -2.464
H -3.817 4.363 -1.892
H -1.806 4.750 -0.433
H -0.546 2.802 0.376
C 1.426 2.666 -4.552
C 0.505 2.327 -3.373
C -0.294 1.073 -3.723
C 1.300 2.297 -2.081
C 2.307 3.238 -1.817
C 2.820 2.893 -0.594
N 2.148 1.826 -0.143
N 1.173 1.458 -1.033
B 2.471 1.100 1.184
N 2.673 -0.410 0.931
C 3.779 -1.134 1.150
C 3.522 -2.440 0.794
C 2.192 -2.444 0.351
N 1.683 -1.205 0.434
C 1.430 -3.645 -0.144
C 1.187 -4.672 0.971
C 2.184 -4.329 -1.289
N 1.355 1.343 2.212
C 1.535 1.961 3.389
C 0.314 2.085 3.996
C -0.602 1.493 3.111
N 0.032 1.060 2.006
C -2.069 1.378 3.473
C -2.225 0.400 4.644
C -3.027 1.028 2.342
H 0.843 2.693 -5.475
H 1.921 3.630 -4.444
H 2.196 1.897 -4.659
H -0.196 3.160 -3.261
H 0.294 0.401 -4.356
H -0.576 0.526 -2.836
H -1.197 1.343 -4.274
H 2.629 4.050 -2.448
H 3.626 3.317 -0.017
H 3.494 1.555 1.621
H 4.670 -0.669 1.542
H 4.198 -3.278 0.846
H 0.463 -3.300 -0.513
H 2.138 -5.003 1.394
H 0.580 -4.272 1.779
H 0.677 -5.549 0.566
H 3.061 -4.854 -0.903
H 1.545 -5.069 -1.777
H 2.521 -3.616 -2.041
H 2.518 2.273 3.702
H 0.095 2.531 4.954
H -2.337 2.367 3.848
H -1.820 -0.582 4.387
H -1.699 0.756 5.530
H -3.279 0.280 4.903
H -2.580 0.294 1.677
H -3.954 0.616 2.746
H -3.285 1.903 1.745
*
```

Atomic partial charges in e from the Mulliken method, atoms 1 to 5:
1 V 1.832
2 C -2.175
3 N 1.189
4 C -2.188
5 C 1.139



- The lowest E_tot belongs to which entry?
  C16H28Br8O4